(1)
DFT (ωB97M-V with the def2-TZVPD basis set) results for C49H41BrIN7O4PbS as an isolated structure.

```
105
Properties=species:S:1:pos:R:3:forces:R:3
Pb -0.5864 1.8920 -0.1766 0.1303 0.5742 0.2606
C 2.5065 4.3554 -3.5143 -0.3727 0.3917 0.1918
C 1.3728 3.5705 -4.0983 1.1885 0.3990 -1.7168
N 1.5496 3.1545 -5.3334 -0.0084 0.8081 0.6250
C 0.5165 2.5348 -5.9242 -0.4121 -0.8595 -0.7116
C -0.6773 2.2900 -5.2871 0.0940 0.8609 0.6292
C -1.6676 1.3469 -5.8454 1.1824 -0.0287 -2.0773
O -2.8340 2.0206 -6.2470 -1.5955 -0.0558 -0.3378
C -0.9435 2.8676 -3.9933 -0.1983 0.6473 -0.4922
C -2.2641 3.0140 -3.3927 -0.1857 -0.9993 0.8862
N -2.4370 3.1472 -2.1044 0.2365 -0.7577 -1.3272
C -3.6601 2.8399 -1.5213 0.3251 0.2873 -1.9961
C -4.5293 1.8987 -2.1007 0.6328 -0.8323 0.1271
C -5.7295 1.6495 -1.4737 -0.6076 -0.8579 -0.5049
C -6.1221 2.3354 -0.3510 -0.1091 0.9007 1.4881
C -5.2756 3.3232 0.2294 -0.6118 -0.7077 -0.4582
C -4.0362 3.4955 -0.3743 -0.3783 1.6310 1.1792
I -2.7708 5.1136 0.2834 -0.5452 -0.6486 -0.0959
C 0.1590 3.4332 -3.3286 1.6508 -1.1909 1.7538
O 0.3138 3.6034 -2.0739 -0.6633 0.8174 -0.7253
H 3.3823 4.4614 -4.1771 -0.3515 -0.6239 0.4385
H 2.1137 5.3547 -3.4014 -0.1857 0.7208 0.0365
H 2.6631 4.0871 -2.4755 0.6106 -0.3882 0.0230
H 0.7102 2.2479 -6.9816 -0.3382 -0.3158 0.8652
H -1.1859 0.7871 -6.7104 -0.5724 0.5162 0.8023
H -1.9248 0.6110 -5.1118 -0.4559 -0.3936 0.4618
H -2.7392 2.4779 -7.0902 0.4580 -0.1556 0.2738
H -3.1298 2.9426 -4.0877 0.3496 -0.0888 0.4649
H -4.1603 1.2306 -2.9090 -0.3727 0.8158 0.5522
H -6.4110 0.8652 -1.8374 0.4705 0.3523 0.0086
H -7.0734 2.0352 0.1170 0.5118 0.4765 -0.1233
H -5.5932 3.9570 1.0784 0.2897 -0.6635 -0.5408
Br 6.4017 -4.6901 -0.3939 0.2435 -0.5560 -0.1475
C 5.3209 -5.1450 -1.8987 0.4347 -0.2048 -0.1246
C 4.1913 -5.9397 -1.7560 -0.2419 0.0545 0.4844
C 3.1162 -5.6886 -2.5747 0.0399 -0.0147 -1.2196
C 3.2175 -4.6492 -3.5075 0.8026 -0.3650 0.7366
C 4.4987 -4.1511 -3.8909 -2.2923 -0.8603 -0.3367
C 5.5384 -4.4164 -3.0823 2.0814 0.0845 0.4621
N 2.1970 -3.8065 -3.7468 -3.3139 0.4699 -0.2170
N 0.9960 -4.0937 -3.2710 1.2941 0.7548 -0.3285
C 0.2870 -2.9913 -2.8352 1.5284 -1.3927 -1.4905
C -1.0030 -3.2454 -2.3512 0.0655 0.1599 0.4555
C -1.6925 -2.2503 -1.6827 -0.3713 -0.7477 -0.7782
C -1.1143 -0.9687 -1.5494 -1.0596 2.8607 0.5265
O -1.7806 0.1188 -1.2561 1.2096 -2.7664 -0.4759
C 0.3378 -0.8099 -1.8187 -0.2803 0.3921 0.7041
N 0.9593 0.2396 -1.2229 1.6036 -1.0429 -1.2205
C 2.2946 0.3151 -1.4900 -1.5258 0.2058 0.2340
C 2.8921 -0.3319 -2.5630 0.2902 -0.4446 0.4541
C 2.1831 -1.3140 -3.2384 0.6730 0.4715 -0.2819
C 0.9721 -1.7323 -2.6561 -0.9086 0.2900 -0.3072
H 4.0193 -6.6543 -0.9583 0.4700 0.2429 0.2350
H 2.1458 -6.1722 -2.5360 0.1620 -0.0095 0.6037
H 4.4422 -3.5057 -4.7444 0.6677 0.3810 -0.2797
H 6.5602 -4.0531 -3.3492 -0.9796 -0.0478 0.6256
H -1.3959 -4.2720 -2.5157 0.2215 0.9237 0.2500
H -2.7214 -2.4429 -1.4061 0.0447 0.3698 0.2176
H 2.8740 0.9521 -0.8574 0.0497 0.5940 0.2342
H 3.9687 -0.1616 -2.7337 -0.8048 0.1290 -0.2888
H 2.5604 -1.6865 -4.1921 -0.2191 -0.0745 0.7844
C 0.0926 -2.8734 1.4245 -0.3923 -0.0507 -0.1196
O 0.9276 -1.7537 1.6111 0.4994 -0.4421 -0.4382
H 0.3885 -3.6126 2.1872 -0.2433 0.0560 -0.3407
H 0.2142 -3.2962 0.4091 0.1097 -0.0488 0.3222
H -1.0012 -2.6606 1.5284 0.7585 0.1325 0.1843
H 0.4534 -0.9258 1.3814 -0.3228 -0.1212 0.0777
C 5.2255 3.4451 2.3349 -1.8578 0.0044 0.5009
N 4.2522 2.4012 2.7888 0.0850 -0.0616 -0.4643
C 4.4736 1.5257 3.8409 -0.4681 -0.2671 0.7630
C 3.3898 0.6855 3.9414 0.1086 -0.0809 0.6006
N 2.5026 1.0719 2.9264 1.0653 0.3018 0.3467
C 3.0283 2.1026 2.2151 0.9717 -0.0858 1.4294
S 2.3462 2.9434 0.9969 -0.7567 0.9333 -1.5596
H 5.1025 4.3579 2.9834 0.0831 -0.7716 -0.7715
H 4.9877 3.6843 1.2738 0.2533 -0.1512 0.8332
H 6.2178 3.0476 2.4726 0.3267 -0.1205 -0.1470
H 5.2997 1.7429 4.5292 -0.3985 -0.6340 -0.4586
H 3.1604 -0.1459 4.6773 0.2385 1.3796 -1.2113
H 1.5127 0.8514 2.8125 -0.0743 -0.4794 -0.0581
C -0.5903 0.5354 1.6459 -0.3184 -0.3191 0.7831
C -1.1299 0.1726 2.7016 0.8844 0.2794 0.2251
C -1.6115 -0.2232 3.9622 -0.0395 -0.4999 0.3025
C -3.0307 -0.0761 4.2088 1.0826 0.0550 -0.7837
C -3.7510 -0.9395 5.0161 -1.9560 -1.0662 1.0250
C -5.1141 -0.6812 5.3208 1.8791 -0.0313 -0.1714
C -5.7466 0.3832 4.7200 -0.9461 0.6678 -0.4523
C -5.0857 1.1165 3.7232 1.2843 -0.6170 -0.4464
C -3.7175 0.8924 3.4785 -2.1419 0.2802 0.7970
C -0.8073 -0.9025 4.9445 0.2484 0.5013 0.0442
C 0.4170 -1.5491 4.6542 -0.0576 0.1366 0.1921
C 1.0493 -2.3272 5.6179 0.3717 0.0052 -0.6820
C 0.4528 -2.5899 6.8340 0.5551 -0.9694 1.8729
C -0.6785 -1.8424 7.1791 -0.2516 0.0281 0.6954
C -1.2000 -0.8982 6.3227 1.1916 -1.3819 -1.0945
H -3.3132 -1.8873 5.3912 -0.1187 0.9885 -0.1240
H -5.6193 -1.2820 6.0609 -0.1562 -0.2189 -0.0046
H -6.7809 0.6250 4.9875 0.2609 -0.1247 -0.2173
H -5.5918 1.7631 3.0175 -0.2823 0.3644 0.4151
H -3.1670 1.4751 2.7695 0.0525 0.2536 -0.3993
H 0.8291 -1.4844 3.6473 -0.0790 0.0022 0.2707
H 2.0258 -2.7373 5.3571 -0.2103 -0.2367 0.1159
H 0.9105 -3.3030 7.6092 -0.6661 1.0908 -1.3581
H -1.1883 -1.9983 8.1477 0.5660 0.1970 -0.3540
H -1.9385 -0.2298 6.6403 -1.1904 0.6336 0.3878
```
Positions in Å, forces in eV/Å.

Relative energy (zero: lowest compared OMol25 entry of this formula, charge and spin) ... 2.944 eV
Spin multiplicity ... 1
Net charge ... -2
E ... -164320.1395 eV

These are the Löwdin partial charges, in e, on atoms 1 to 6: 1.24 -0.04 -0.27 0.08 -0.16 -0.19


(2)
DFT (ωB97M-V with the def2-TZVPD basis set) results for a 2-piece molecular cluster, C5H12O2 overall.

```
19
Properties=species:S:1:pos:R:3:forces:R:3
C -0.3829 -0.2871 -0.4945 -0.1161 0.1190 0.2795
C -0.4925 0.2694 0.7898 0.1295 -0.0158 -0.2429
C -0.2887 0.5655 -1.7178 -0.0762 0.0099 0.0453
C -0.2392 -1.7594 -0.6514 -0.0600 -0.0115 0.0289
C -0.4517 1.7524 1.0747 -0.0257 -0.0365 -0.0677
O 1.7101 0.1053 0.8502 0.0181 -0.2585 0.0652
O 1.9323 -1.2929 1.2359 -0.0121 0.3135 -0.0633
H 2.7855 -1.2277 1.6806 -0.1228 0.0098 -0.0415
H -0.4552 -0.4290 1.6153 -0.0065 -0.0545 -0.0219
H -1.6524 0.0011 0.2634 0.2108 -0.0508 -0.1378
H -0.5893 1.5964 -1.5447 0.0072 -0.0316 0.0410
H -0.8656 0.1469 -2.5441 0.0304 -0.0089 0.0626
H 0.7645 0.5687 -2.0093 -0.0117 -0.0345 0.0578
H -0.6961 -2.3063 0.1734 0.0176 0.0569 -0.0132
H -0.6298 -2.1157 -1.6048 0.0109 0.0461 0.0357
H 0.8372 -1.9602 -0.5837 -0.0270 0.0822 0.0036
H 0.4679 2.1693 0.6668 -0.0017 -0.0552 0.0084
H -1.3057 2.2863 0.6503 0.0310 -0.0508 0.0084
H -0.4484 1.9170 2.1498 0.0042 -0.0287 -0.0480
```
Positions in Å, forces in eV/Å.

Relative energy (zero: lowest compared OMol25 entry of this formula, charge and spin) ... 6.879 eV
Spin multiplicity ... 1
E ... -9468.2571 eV

These are the Löwdin partial charges, in e, on atoms 1 to 6: -0.32 -0.23 -0.01 -0.03 -0.07 -0.36


(3)
DFT (ωB97M-V with the def2-TZVPD basis set) results for C27H16BrCeN5O4S as an isolated structure.

```
55
Properties=species:S:1:pos:R:3:forces:R:3
Ce -0.3319 -0.3531 0.8134 1.8653 2.2379 -2.5418
S 2.3760 3.5198 1.6015 0.4841 0.3407 0.2055
C 3.3910 2.2041 2.0067 0.1519 0.3132 0.0686
C 2.7942 1.0063 1.7846 -0.2943 -0.1475 -0.1203
C 1.4723 1.1772 1.2789 -0.9596 -1.2242 -0.2417
C 1.1124 2.4958 1.1198 -0.2881 -0.0929 -0.2491
C -0.1597 3.0014 0.5805 0.3408 -0.1380 -0.0540
C -0.3555 4.3267 0.2216 -0.0887 0.2464 0.0312
C -1.5971 4.7241 -0.2444 0.0243 0.0124 -0.0051
C -2.6197 3.7860 -0.3526 -0.0215 0.1610 -0.0279
C -2.3364 2.4823 -0.0220 0.0198 -0.1217 0.1039
N -1.1316 2.0904 0.4186 -0.0056 -0.6521 -0.0039
H 4.3798 2.3827 2.4059 -0.0734 0.0459 -0.0455
H 3.2784 0.0599 1.9814 -0.0406 0.0102 0.0048
H 0.4563 5.0381 0.3092 -0.0582 -0.0102 0.0114
H -1.7687 5.7567 -0.5242 0.0107 -0.0490 0.0271
H -3.6097 4.0580 -0.6921 0.0449 0.0054 0.0000
H -3.0964 1.7138 -0.1101 -0.0036 -0.0302 0.0111
Br -1.9749 3.3502 3.4693 0.0291 -0.0281 -0.0358
C -2.0417 1.5725 4.0771 0.1152 -0.0126 0.0083
C -2.4204 1.3479 5.3969 -0.0321 -0.0457 0.0673
C -2.4418 0.0507 5.8729 -0.0191 0.1222 0.0875
C -2.1006 -0.9954 5.0227 -0.1099 -0.1789 0.1043
C -1.7833 -0.6586 3.7380 -0.1614 0.1140 0.0165
N -1.7213 0.5924 3.2442 0.0318 -0.1726 0.0136
C -1.3048 -1.5337 2.6337 -1.0320 -1.3703 1.4951
O -0.0941 -1.8557 2.6059 -0.2654 0.2004 -0.1156
O -1.9948 -1.5505 1.5421 0.2572 0.0168 0.6187
H -2.6829 2.1849 6.0279 0.0008 -0.0240 -0.0082
H -2.7161 -0.1470 6.9009 -0.0103 0.0185 -0.0247
H -2.0996 -2.0258 5.3516 0.0041 0.0374 -0.0085
O 1.1392 -1.6302 -6.5990 -0.0971 -0.4297 -0.1190
N 1.9018 -2.2221 -5.8617 0.2978 0.9516 0.2345
O 2.9729 -2.6834 -6.1652 -0.1214 -0.3725 -0.0035
C 1.5340 -2.2623 -4.4219 -0.1510 -0.0153 -0.3533
C 1.8793 -3.3588 -3.7415 0.0665 -0.2916 0.2273
C 1.5207 -3.4849 -2.3596 0.1897 -0.2033 -0.1712
C 1.8376 -4.6355 -1.6148 0.0750 -0.0687 -0.1622
C 1.4748 -4.7048 -0.2996 0.0058 -0.0865 0.0636
C 0.8177 -3.6158 0.2703 -0.0627 0.1728 -0.1640
N 0.5094 -2.5119 -0.4069 0.1074 0.2694 0.3186
C 0.8457 -2.4488 -1.7239 -0.1428 0.0637 0.2498
C 0.4756 -1.2760 -2.4734 -0.1483 0.1117 0.1595
N -0.2176 -0.3022 -1.8212 0.0958 0.2090 0.4390
C -0.5694 0.7838 -2.4990 0.0181 -0.1556 0.0216
C -0.2562 0.9783 -3.8406 -0.0602 0.0974 -0.0046
C 0.4366 0.0077 -4.5076 0.0582 -0.0053 -0.0964
C 0.8104 -1.1704 -3.8262 -0.0113 0.0900 -0.2728
H 2.4234 -4.1529 -4.2372 0.0019 0.0111 0.0242
H 2.3634 -5.4529 -2.0946 -0.0205 0.0250 0.0194
H 1.6923 -5.5729 0.3056 -0.0013 0.0029 -0.0071
H 0.5377 -3.6413 1.3110 -0.0229 0.0278 0.0773
H -1.1263 1.5364 -1.9630 0.0043 0.0373 0.0145
H -0.5645 1.8877 -4.3384 0.0116 -0.0399 0.0222
H 0.6839 0.1310 -5.5515 -0.0087 0.0144 0.0902
```
Positions in Å, forces in eV/Å.

Relative energy (zero: lowest compared OMol25 entry of this formula, charge and spin) ... 0.236 eV
Spin multiplicity ... 1
Net charge ... +2
E ... -137690.1385 eV

These are the Löwdin partial charges, in e, on atoms 1 to 6: 1.62 1.13 -0.35 -0.17 -0.27 -0.52


(4)
DFT (ωB97M-V with the def2-TZVPD basis set) results for C33H25N3PSn as an isolated structure.

```
63
Properties=species:S:1:pos:R:3:forces:R:3
Sn -0.7910 -0.2240 0.2305 -0.1599 -0.0781 -0.0460
C -2.9841 -6.7459 -1.6354 -0.0191 -0.0393 -0.0175
C -3.4220 -5.7314 -2.4730 -0.0419 -0.0049 -0.0264
C -2.8523 -4.4685 -2.3963 0.1071 -0.0651 0.0212
C -1.8382 -4.2251 -1.4739 -0.0914 0.1457 0.0207
C -1.4100 -5.2437 -0.6222 -0.0273 0.0298 -0.0575
C -1.9747 -6.5046 -0.7129 0.0324 -0.0110 0.0201
P -1.0998 -2.5859 -1.2424 0.0716 -0.3959 -0.3741
C -2.0473 -1.4465 -2.3188 0.0043 0.0461 0.1529
C -1.5134 -0.8439 -3.4570 -0.0279 -0.0410 0.0168
C -2.2488 0.1048 -4.1553 0.0396 0.0343 -0.0173
C -3.5159 0.4674 -3.7223 0.0309 0.0409 -0.0364
C -4.0561 -0.1221 -2.5870 -0.0394 -0.0129 0.0454
C -3.3215 -1.0618 -1.8817 -0.0038 -0.0670 -0.0629
C 0.5174 -2.6237 -2.0563 -0.1195 -0.0817 -0.0286
C 0.8421 -3.6177 -2.9462 -0.0279 0.1193 0.1165
C 2.0872 -3.6221 -3.5982 0.1292 -0.0019 -0.0333
C 2.9917 -2.6371 -3.3281 0.0081 -0.0766 -0.0438
C 2.6995 -1.6061 -2.4039 -0.1661 0.0151 0.1006
C 3.6651 -0.6122 -2.1210 -0.0213 0.0622 0.0326
C 3.3907 0.3914 -1.2404 0.1794 0.0348 -0.0426
C 2.1310 0.4490 -0.6159 -0.1969 -0.0150 0.0471
C 1.1548 -0.4926 -0.8488 -0.5622 0.1451 0.3381
C 1.4336 -1.5703 -1.7507 0.2798 -0.0534 -0.1437
H -3.4344 -7.7278 -1.6978 0.0075 0.0027 0.0007
H -4.2108 -5.9218 -3.1890 0.0084 -0.0027 0.0022
H -3.1906 -3.6776 -3.0525 -0.0219 -0.0119 -0.0216
H -0.6357 -5.0410 0.1091 -0.0039 -0.0395 0.0148
H -1.6382 -7.2960 -0.0563 -0.0002 0.0030 -0.0041
H -0.5294 -1.1250 -3.8077 0.0325 0.0051 0.0057
H -1.8261 0.5567 -5.0435 -0.0202 0.0035 -0.0015
H -4.0803 1.2112 -4.2699 -0.0213 -0.0260 -0.0018
H -5.0465 0.1534 -2.2485 0.0064 -0.0064 -0.0028
H -3.7462 -1.5269 -0.9983 0.0114 0.0509 0.0303
H 0.1285 -4.4064 -3.1495 0.0035 -0.0014 -0.0210
H 2.3206 -4.4050 -4.3074 0.0055 0.0005 0.0128
H 3.9583 -2.6287 -3.8176 -0.0042 -0.0107 0.0033
H 4.6261 -0.6686 -2.6176 0.0021 0.0186 0.0057
H 4.1339 1.1464 -1.0186 -0.0030 -0.0011 -0.0138
H 1.9378 1.2688 0.0686 0.0240 0.0119 -0.0093
C 1.2877 -1.4036 5.4760 -0.0205 0.0201 -0.0055
C 0.4850 -0.2914 5.7092 0.0495 -0.0630 -0.0200
C 0.0247 0.4629 4.6495 -0.0690 0.0921 -0.3029
C 0.3715 0.0995 3.3442 0.1764 -0.3715 0.6466
C 1.1553 -1.0312 3.1103 -0.1730 0.2755 -0.2159
C 1.6187 -1.7735 4.1793 0.0729 -0.1117 0.1337
N -0.0290 0.8384 2.2140 0.0778 0.9180 -0.4478
N -0.4367 2.0073 2.4232 0.3755 -0.7522 0.8336
C -0.8757 2.7297 1.3290 -0.3549 0.5701 -0.9423
C -1.3108 4.0336 1.5619 0.0778 -0.2505 0.1921
C -1.7995 4.7746 0.5049 0.0129 -0.0311 -0.1819
C -1.8474 4.1943 -0.7580 0.0074 0.0674 0.1535
C -1.3905 2.8983 -0.9113 -0.0031 -0.0895 -0.1797
N -0.9091 2.1791 0.1016 0.3383 -0.0001 0.3560
H 1.6482 -1.9841 6.3147 0.0156 -0.0235 -0.0303
H 0.2222 -0.0211 6.7228 -0.0237 0.0209 -0.0166
H -0.6122 1.3212 4.8015 0.0111 0.0463 0.0591
H 1.4163 -1.2891 2.0885 0.0596 -0.0387 0.0276
H 2.2452 -2.6387 4.0107 -0.0166 0.0027 -0.0394
H -1.2620 4.4217 2.5693 -0.0050 0.0097 -0.0080
H -2.1363 5.7906 0.6582 -0.0227 -0.0101 0.0047
H -2.2320 4.7361 -1.6099 0.0397 -0.0013 -0.0185
H -1.4011 2.4103 -1.8802 -0.0303 -0.0057 0.0202
```
Positions in Å, forces in eV/Å.

Relative energy (zero: lowest compared OMol25 entry of this formula, charge and spin) ... 0.256 eV
Spin multiplicity ... 1
Net charge ... +1
E ... -54211.1062 eV

These are the Löwdin partial charges, in e, on atoms 1 to 6: 1.22 -0.07 -0.07 -0.08 -0.38 -0.10